# 1
31
Properties=species:S:1:pos:R:3:lowdin_charge:R:1 method="wB97M-V/def2-TZVPD" total_energy_ev=-59438.554 molar_mass_g_mol=706.44 charge=+2 multiplicity=1 largest_force_ev_per_a=14.32 gap_ha=0.1726
I -0.3724 0.4638 -5.2677 0.04
I -0.5700 2.7052 -4.1419 0.00
Bi 0.1749 0.0058 -0.0677 1.23
P 2.4373 -0.2651 -0.4926 0.61
C 3.5680 1.0835 0.0171 -0.19
C 3.1629 -1.7504 0.2967 -0.21
H 2.2304 -1.3382 -2.6362 0.04
H 3.8948 -0.7081 -2.4120 0.09
H 2.5501 0.3989 -2.8198 0.06
C 2.8288 -0.5018 -2.2663 -0.21
H 2.5694 -2.6175 -0.0043 0.04
H 4.2076 -1.8870 -0.0027 0.08
H 4.6061 0.8422 -0.2336 0.09
H 3.4815 1.2405 1.0956 0.07
H 3.1028 -1.6462 1.3834 0.07
H 3.2780 2.0093 -0.4872 0.07
C 0.3966 1.6434 0.6963 -0.51
O 0.5390 2.6960 1.1878 0.21
Cl -0.1155 -2.1408 -1.0679 0.11
N -6.6145 -0.0160 2.7318 0.25
C -5.5551 -0.0126 2.2950 -0.13
C -4.2229 -0.0083 1.7456 -0.15
C -3.9350 0.8684 0.7105 0.06
C -2.6661 0.8427 0.1932 -0.06
N -1.7676 -0.0300 0.7091 -0.22
C -2.0354 -0.8961 1.7136 -0.08
C -3.2929 -0.9013 2.2612 0.06
H -4.6777 1.5530 0.3181 0.16
H -2.3905 1.5141 -0.6105 0.13
H -1.2720 -1.5664 2.0877 0.13
H -3.5405 -1.5811 3.0677 0.15

***

# 2
8
Properties=species:S:1:pos:R:3:lowdin_charge:R:1 method="wB97M-V/def2-TZVPD" total_energy_ev=-19417.294 molar_mass_g_mol=104.51 multiplicity=1 largest_force_ev_per_a=3.25 smiles="C#C/C(Cl)=C/F" gap_ha=0.3618
C -2.7578 -0.2923 -0.0577 0.15
C -1.5573 -0.2817 0.0951 -0.19
C -0.1927 -0.1547 0.0765 -0.71
Cl 0.5760 1.3783 -0.0120 0.73
C 0.6243 -1.2093 -0.0031 -0.21
F 1.8940 -1.0168 -0.0292 0.05
H -3.8208 -0.3581 -0.1720 0.04
H 0.2830 -2.2943 -0.0263 0.16

***

# 3
42
Properties=species:S:1:pos:R:3:lowdin_charge:R:1 method="wB97M-V/def2-TZVPD" total_energy_ev=-45455.140 molar_mass_g_mol=534.75 multiplicity=1 largest_force_ev_per_a=3.24 gap_ha=0.2227
C -1.6093 -1.1774 2.2256 -0.18
C -0.7490 -0.0351 2.9334 -0.18
H -2.6162 -0.8498 2.2643 0.03
H -1.4051 -2.0265 2.8588 0.07
H -1.3817 -1.5259 1.2384 0.00
H -0.3984 0.8293 2.4361 -0.03
H -1.4724 0.3063 3.6294 0.06
H 0.0785 -0.5315 3.3389 0.03
C -2.0154 -0.6007 -2.4078 -0.11
C -2.4605 -0.5521 -3.7251 -0.03
C -1.9991 0.4903 -4.5291 -0.03
C -1.1220 1.4520 -4.0084 0.00
H -2.3644 -1.3441 -1.6888 0.12
H -3.1413 -1.3011 -4.0750 0.10
H -2.3235 0.5617 -5.5502 0.11
H -0.7691 2.2798 -4.5898 0.10
N -1.1307 0.3138 -2.0065 -0.05
C -0.6698 1.3874 -2.6967 -0.20
C 0.2191 2.4170 -2.0122 -0.20
N 0.5083 2.2977 -0.6935 -0.06
C 1.2060 3.1601 0.0652 -0.11
C 1.5393 4.4596 -1.9034 -0.03
C 1.7689 4.2773 -0.5402 -0.04
H 1.3016 2.9345 1.1186 0.12
H 2.3563 4.9721 0.0588 0.11
C 0.7674 3.5373 -2.6406 0.01
H 0.5718 3.6544 -3.6992 0.10
H 1.9628 5.3159 -2.4117 0.11
Cd -0.6186 0.6263 0.1271 1.08
I -3.0475 2.2722 0.6017 -0.35
S 1.6350 -1.0062 0.0388 0.44
C 1.5789 -2.1752 1.2373 -0.85
C 2.2204 -1.9468 2.4763 -0.16
C 2.2065 -2.9392 3.4448 -0.11
C 1.5225 -4.1355 3.2420 -0.11
C 0.9297 -4.3753 2.0036 -0.11
C 0.9351 -3.4121 1.0036 -0.15
H 2.7844 -1.0109 2.6006 0.10
H 2.7464 -2.7670 4.3689 0.10
H 1.4761 -4.8941 4.0487 0.10
H 0.4662 -5.3335 1.8082 0.09
H 0.5129 -3.6048 0.0093 0.09

***

# 4
53
Properties=species:S:1:pos:R:3:lowdin_charge:R:1 method="wB97M-V/def2-TZVPD" total_energy_ev=-83398.594 molar_mass_g_mol=535.64 charge=-1 multiplicity=1 largest_force_ev_per_a=2.73 gap_ha=0.2492
O 6.1882 -0.8199 0.1760 -0.38
S 4.8050 -0.5755 0.4973 0.50
O 4.1125 -1.8284 0.7740 -0.44
N 4.0660 0.1518 -0.7371 -0.35
S 3.6746 1.6896 -0.4659 0.48
O 4.1878 2.2680 0.7674 -0.38
O 4.1001 2.4736 -1.6042 -0.36
C 1.8695 1.7466 -0.5292 -0.24
C 1.1804 2.1250 0.8052 -0.26
C 0.3692 3.4327 0.6737 -0.45
S -1.1817 3.4906 1.6404 0.85
C -2.5368 3.0975 0.5040 -1.06
S -3.5524 4.2774 0.0892 0.75
N -2.5964 1.7312 0.0498 -0.07
C -1.9525 1.5434 -1.2347 -0.27
C -1.0708 0.4946 -1.3421 -0.05
C -0.3755 0.2315 -2.4963 -0.08
C -0.5563 1.0474 -3.5927 -0.07
C -1.4459 2.0902 -3.4896 -0.08
C -2.1375 2.3516 -2.3375 -0.03
C -3.8994 1.1517 0.1245 -0.24
C -4.3567 0.2361 -0.7950 -0.02
C -5.6003 -0.3375 -0.6728 -0.10
C -6.4397 -0.0453 0.3657 -0.11
C -5.9948 0.8861 1.2834 -0.09
C -4.7644 1.4553 1.1627 -0.07
H 4.6842 0.1603 1.6313 0.06
H 1.5415 0.7634 -0.8613 0.06
H 1.5927 2.4352 -1.3312 0.09
H 0.5199 1.2946 1.0774 0.09
H 1.9245 2.1822 1.6046 0.10
H 0.1800 3.6997 -0.3686 0.08
H 0.9897 4.2329 1.0915 0.08
H -0.9012 -0.1341 -0.4705 0.13
H 0.3272 -0.5961 -2.4969 0.12
H 0.0089 0.8670 -4.5003 0.11
H -1.5538 2.7285 -4.3628 0.11
H -2.8191 3.1946 -2.2957 0.09
H -3.7561 -0.0667 -1.6462 0.12
H -5.9077 -1.0696 -1.4155 0.11
H -7.4057 -0.5275 0.4585 0.10
H -6.6614 1.1221 2.1084 0.11
H -4.4433 2.1665 1.9191 0.10
C 4.5014 -5.4096 1.9081 -0.05
C 3.1314 -5.1930 1.3321 -0.32
O 2.3813 -6.2689 1.8831 0.13
C 2.9642 -6.5674 3.0787 -0.56
O 2.4581 -7.2279 3.9260 0.16
O 4.1945 -6.0041 3.1780 0.07
F 3.1342 -5.3133 -0.0169 0.08
H 5.0938 -6.1072 1.3138 0.14
H 5.0568 -4.4822 2.0261 0.14
H 2.6718 -4.2447 1.6129 0.17

***

# 5
39
Properties=species:S:1:pos:R:3:lowdin_charge:R:1 method="wB97M-V/def2-TZVPD" total_energy_ev=-38412.895 molar_mass_g_mol=337.40 multiplicity=1 largest_force_ev_per_a=3.98 smiles="O=C(NC(c1ccccc1)c1ccccc1)c1occc(=S)c1O" gap_ha=0.2792
O -2.6495 -0.4676 -0.5767 0.07
C -1.6421 -1.0859 -0.2474 -0.39
N -0.6057 -0.3141 0.2350 0.12
C -0.4982 1.1291 0.0222 -0.22
C 0.0395 1.8482 1.2832 -0.15
C 0.2957 1.1906 2.5094 -0.04
C 0.6291 1.8951 3.6742 -0.08
C 0.8384 3.2954 3.5875 -0.08
C 0.7345 3.9221 2.3119 -0.08
C 0.2710 3.2409 1.1847 -0.03
C 0.3385 1.3305 -1.2211 -0.17
C -0.3069 1.5214 -2.4729 -0.02
C 0.4548 1.7493 -3.6356 -0.08
C 1.8495 1.7995 -3.5269 -0.11
C 2.5217 1.5365 -2.3447 -0.08
C 1.7760 1.2377 -1.1910 -0.01
C -1.5591 -2.5474 -0.2340 -0.02
O -2.7970 -3.1974 -0.4626 0.06
C -2.9109 -4.5365 -0.2622 -0.05
C -1.8352 -5.3494 0.0078 -0.07
C -0.5021 -4.7404 0.1040 -0.67
S 0.8252 -5.7130 0.3839 0.71
C -0.3730 -3.2707 0.0473 -0.21
O 0.8648 -2.6868 0.2868 0.01
H 0.2432 -0.8534 0.3415 0.11
H -1.5167 1.5382 -0.1446 0.16
H 0.1572 0.1386 2.6788 0.10
H 0.7409 1.3945 4.6421 0.10
H 1.0931 3.8372 4.5035 0.10
H 0.9515 4.9599 2.2155 0.09
H 0.1972 3.7580 0.2466 0.11
H -1.3903 1.6212 -2.5122 0.11
H -0.0754 1.9178 -4.5772 0.10
H 2.4571 2.0534 -4.4023 0.10
H 3.5799 1.5499 -2.3520 0.09
H 2.2104 1.0732 -0.2129 0.11
H -3.8607 -5.0016 -0.3694 0.13
H -2.0772 -6.3734 0.0868 0.09
H 1.5308 -3.4007 0.3929 0.06

***

# 6
13
Properties=species:S:1:pos:R:3:lowdin_charge:R:1 method="wB97M-V/def2-TZVPD" total_energy_ev=-18724.110 molar_mass_g_mol=106.56 multiplicity=1 largest_force_ev_per_a=8.36 smiles="CN(C)/N=C/Cl" gap_ha=0.3048
C 0.8758 -1.2410 -0.8244 -0.07
N 0.2947 -0.1123 -0.1291 -0.33
C 0.0291 1.0828 -0.8922 -0.05
N -0.2660 -0.5055 0.9719 -0.01
C -1.0286 0.3332 1.9783 -0.65
Cl -1.5680 -0.4570 3.3547 0.58
H 1.1530 -1.9779 -0.0706 0.08
H 0.1621 -1.7091 -1.5091 0.08
H 1.7621 -0.9281 -1.3725 0.08
H 0.0047 1.9485 -0.2332 0.08
H 0.8326 1.2059 -1.6172 0.08
H -0.9233 1.0150 -1.4323 0.09
H -1.3281 1.3455 1.7758 0.02

***

# 7
16
Properties=species:S:1:pos:R:3:lowdin_charge:R:1 method="wB97M-V/def2-TZVPD" total_energy_ev=-25979.537 molar_mass_g_mol=122.26 multiplicity=1 largest_force_ev_per_a=3.20 smiles=CCCSSC gap_ha=0.3051
C 1.3355 -2.5354 -0.2116 -0.13
C 1.0612 -1.3890 0.7839 -0.36
C 1.3969 -0.0452 0.1381 -0.58
S 0.2167 0.4014 -1.1977 0.58
S -1.6486 0.5302 0.3736 0.55
C -1.1629 2.1985 0.7323 -0.59
H 1.0679 -3.4612 0.3019 0.07
H 0.6351 -2.4094 -1.0697 0.06
H 2.3690 -2.4766 -0.5556 0.07
H 0.0158 -1.4216 1.0917 0.05
H 1.6855 -1.6049 1.6670 0.11
H 1.1931 0.7198 0.9006 0.04
H 2.3597 0.0801 -0.3465 0.07
H -1.9464 2.6864 1.3520 0.04
H -0.1055 2.3417 0.9134 0.01
H -1.1961 2.7712 -0.2117 0.02

***

# 8
13
Properties=species:S:1:pos:R:3:lowdin_charge:R:1 method="wB97M-V/def2-TZVPD" total_energy_ev=-34281.792 molar_mass_g_mol=167.00 multiplicity=1 largest_force_ev_per_a=3.74 gap_ha="0.2984 / 0.2984"
H 1.8938 -0.4416 2.1022 0.06
N 1.2714 -0.6106 1.2887 0.05
N 1.6526 0.3574 0.5059 -0.05
C 0.9987 0.7501 -0.6249 -0.19
C -0.3147 0.8497 -0.9774 -0.15
C -1.3963 0.2594 -0.2341 -0.59
Cl -2.7844 1.4543 0.0714 0.58
C -1.5615 -1.0603 0.0439 -0.78
O -2.6699 -1.5170 0.6287 -0.01
Cl -0.3454 -2.2039 -0.4235 0.74
H 1.6055 1.2389 -1.3049 0.08
H -0.7213 1.6070 -1.7411 0.13
H -2.5314 -2.0180 1.4465 0.13

***

# 9
23
Properties=species:S:1:pos:R:3:lowdin_charge:R:1 method="wB97M-V/def2-TZVPD" total_energy_ev=-31071.631 molar_mass_g_mol=177.32 charge=+1 multiplicity=1 largest_force_ev_per_a=5.03 gap_ha="0.1903 / 0.1904"
C 1.1479 -0.4071 -0.8899 -0.20
C 0.5783 1.1288 0.9801 -0.08
C 1.0547 -1.2454 0.3072 -0.12
C -0.4168 0.1131 1.6408 -0.15
C 0.2793 1.8815 -1.2518 -0.35
C -1.4075 -1.2056 -0.2197 -0.51
N 0.6072 0.8794 -0.4686 -0.15
N -0.3471 -1.1425 0.8907 -0.26
S 0.8158 1.7303 -2.9044 0.93
S -2.9707 -1.1775 0.7726 0.68
H 2.1590 -0.3824 -1.1927 0.12
H 0.6459 -0.7405 -1.9450 0.17
H 0.3781 2.1302 1.3093 0.14
H 1.5776 0.8709 1.2303 0.11
H 1.1913 -2.2586 -0.1139 0.16
H 1.8111 -0.9276 1.1746 0.18
H -0.3183 -0.2424 2.7878 0.19
H -1.4978 0.4959 1.5917 0.08
H -0.3026 2.7098 -0.8697 0.13
H -1.3973 -2.0048 -0.8468 -0.02
H -0.5323 -2.0110 1.5423 0.19
H 0.6630 3.0290 -3.2264 -0.08
H -3.7187 -1.2234 -0.2987 -0.16

***

# 10
124
Properties=species:S:1:pos:R:3:lowdin_charge:R:1 method="wB97M-V/def2-TZVPD" total_energy_ev=-227526.564 molar_mass_g_mol=1033.59 multiplicity=1 largest_force_ev_per_a=0.86 gap_ha=0.3326
C -0.1235 0.9842 -6.2179 -0.09
C 0.9435 2.0367 -6.4945 -0.22
C 1.8222 2.3071 -5.2488 -0.12
C 1.7983 3.7245 -4.6919 -0.30
C 2.1350 4.7482 -5.8227 -0.14
C 3.2447 4.3129 -6.7424 -0.76
O 4.3321 3.9653 -6.4436 0.10
Cl 2.7961 4.4359 -8.4832 0.64
C 2.8649 3.9305 -3.6241 -0.42
O 3.8491 3.2758 -3.4219 0.14
N 2.4820 5.0275 -2.8275 0.04
C 1.0973 5.3644 -3.0116 -0.91
Br 0.8644 7.1623 -3.8598 0.72
P 0.3795 5.3194 -1.2648 0.94
P 0.9535 7.2590 -0.4837 0.20
O 2.3476 7.6156 -0.7710 -0.33
O -0.1381 8.3570 -0.9142 -0.22
O 0.6218 7.0236 1.0673 -0.18
C 0.5220 4.2505 -3.9651 -0.26
C -0.4008 3.2365 -3.2658 -0.18
C 0.2375 2.1799 -2.3481 -0.19
C -0.5463 1.9516 -1.0360 -0.20
C -0.7893 0.4680 -0.7135 -0.20
C 0.2859 -0.1495 0.1795 -0.20
C -0.1862 -1.3905 0.9426 -0.20
C 0.4553 -1.5343 2.3210 -0.17
C 1.9550 -1.7634 2.2357 -0.16
O 2.6239 -1.4260 3.4695 -0.01
C 3.2755 -0.2567 3.5098 -0.55
C 4.1506 -0.1484 4.7279 0.02
O 3.1764 0.6030 2.6707 0.10
H -0.6989 0.7482 -7.1153 0.08
H -0.8235 1.2968 -5.4500 0.03
H 0.3426 0.0586 -5.8727 0.07
H 1.5816 1.6661 -7.3007 0.10
H 0.4910 2.9528 -6.8820 0.10
H 1.5328 1.5876 -4.4828 0.09
H 2.8638 2.0795 -5.4796 0.12
H 2.4628 5.7028 -5.4095 0.08
H 1.2446 4.9607 -6.4078 0.10
H 3.1497 5.7799 -2.7218 0.14
H -0.9814 5.6075 -1.4992 -0.04
H 0.2273 9.2492 -0.8428 0.09
H 0.0951 7.7303 1.4541 0.08
H -0.0925 4.7415 -4.7196 0.11
H -1.1146 3.8254 -2.6850 0.06
H -1.0006 2.7551 -4.0391 0.09
H 0.2708 1.2266 -2.8737 0.07
H 1.2792 2.4346 -2.1327 0.11
H 0.0179 2.3838 -0.2068 0.09
H -1.5084 2.4686 -1.0898 0.09
H -0.8505 -0.0912 -1.6528 0.10
H -1.7550 0.3564 -0.2108 0.09
H 0.6000 0.5995 0.9164 0.11
H 1.1690 -0.3780 -0.4183 0.08
H 0.0201 -2.3023 0.3676 0.12
H -1.2657 -1.3387 1.0850 0.08
H 0.2519 -0.6250 2.8941 0.11
H -0.0011 -2.3672 2.8627 0.11
H 2.3930 -1.2108 1.4066 0.11
H 2.1356 -2.8277 2.0923 0.09
H 5.1896 -0.1139 4.4037 0.09
H 3.9223 0.7831 5.2436 0.09
H 3.9986 -0.9841 5.4051 0.08
C 2.2301 -6.1334 5.1601 -0.26
S 2.9571 -5.5715 3.6174 0.81
O 1.8416 -5.0269 2.7997 -0.57
C 3.3096 -7.2106 2.9703 -0.26
H 1.8870 -5.2494 5.6938 0.05
H 1.3906 -6.7915 4.9335 0.06
H 2.9866 -6.6520 5.7490 0.05
H 2.3804 -7.7824 2.9245 0.04
H 4.0422 -7.7019 3.6107 0.05
H 3.7238 -7.0787 1.9724 0.05
C -0.2521 -7.8965 -0.1030 -0.26
S -0.4465 -7.2571 1.5657 0.80
O -0.1399 -8.3860 2.4915 -0.56
C -2.2364 -7.1082 1.4936 -0.27
H 0.8055 -8.1090 -0.2456 0.05
H -0.8352 -8.8107 -0.2129 0.06
H -0.5738 -7.1382 -0.8166 0.05
H -2.6750 -8.0788 1.2622 0.06
H -2.5010 -6.3683 0.7385 0.05
H -2.5709 -6.7710 2.4724 0.05
C -4.2631 -1.6518 3.5902 -0.27
S -3.8678 0.0783 3.3039 0.82
O -2.6206 0.0963 2.4947 -0.55
C -3.3867 0.4419 4.9922 -0.27
H -4.5439 -2.0819 2.6310 0.05
H -3.3788 -2.1555 3.9806 0.06
H -5.0960 -1.7231 4.2898 0.05
H -2.5654 -0.2178 5.2742 0.06
H -4.2409 0.3073 5.6591 0.03
H -3.0548 1.4781 5.0185 0.05
C -3.6480 -0.9397 9.5785 -0.27
S -5.0152 0.2082 9.3759 0.81
O -5.5016 0.0383 7.9791 -0.56
C -4.0187 1.7030 9.3851 -0.27
H -4.0636 -1.9446 9.5518 0.05
H -2.9440 -0.8035 8.7578 0.05
H -3.1648 -0.7658 10.5398 0.05
H -3.2880 1.6488 8.5783 0.05
H -3.5258 1.8073 10.3514 0.05
H -4.6929 2.5412 9.2231 0.05
C -4.5241 2.0414 -4.4458 -0.26
S -3.5381 1.0492 -3.3168 0.80
O -2.4564 0.4360 -4.1283 -0.53
C -4.7658 -0.2325 -3.0475 -0.26
H -3.9019 2.8738 -4.7695 0.05
H -4.8097 1.4333 -5.3040 0.06
H -5.4031 2.4202 -3.9243 0.05
H -5.0299 -0.6815 -4.0047 0.06
H -5.6403 0.1987 -2.5604 0.05
H -4.3095 -0.9760 -2.3972 0.05
C 4.0326 -1.8002 -2.1003 -0.26
S 3.0570 -0.7327 -3.1657 0.82
O 1.6624 -0.7761 -2.6489 -0.54
C 3.0887 -1.8086 -4.6052 -0.26
H 4.0844 -1.3173 -1.1260 0.05
H 3.5383 -2.7678 -2.0133 0.06
H 5.0356 -1.9054 -2.5134 0.05
H 2.6614 -2.7753 -4.3391 0.06
H 4.1148 -1.9156 -4.9571 0.05
H 2.4836 -1.3326 -5.3747 0.04

***

# 11
64
Properties=species:S:1:pos:R:3:lowdin_charge:R:1 method="wB97M-V/def2-TZVPD" total_energy_ev=-78291.211 molar_mass_g_mol=647.63 charge=+3 multiplicity=1 largest_force_ev_per_a=1.12 gap_ha="0.1942 / 0.1945"
Mo -0.7330 1.6831 1.0782 1.14
S -1.5392 -0.1690 -0.0714 0.82
C -0.2262 -0.7115 -1.0696 -0.52
N -0.4053 -1.6229 -1.9483 -0.03
C 0.6855 -1.9728 -2.8995 -0.04
C 2.0080 -1.8538 -2.2129 -0.04
N 2.1271 -0.5074 -1.5867 -0.02
C 3.4906 0.1297 -1.7265 -0.05
C 3.7001 0.4362 -3.1837 -0.25
C 4.6579 -0.2638 -3.9084 -0.03
C 4.8487 0.0260 -5.2531 -0.03
C 4.0828 1.0053 -5.8664 -0.03
C 3.1243 1.7067 -5.1415 -0.04
C 2.9348 1.4252 -3.7991 -0.04
C 1.1088 0.0161 -1.0202 -0.53
S 1.1996 1.5451 -0.1753 0.76
C -1.7147 -2.3463 -2.1310 -0.07
C -1.9140 -3.3790 -1.0508 -0.25
C -3.0829 -3.3476 -0.3026 -0.05
C -3.3181 -4.3261 0.6561 -0.04
C -2.3809 -5.3241 0.8701 -0.04
C -1.2077 -5.3547 0.1244 -0.05
C -0.9782 -4.3890 -0.8419 -0.04
H 0.5971 -1.3101 -3.7636 0.17
H 0.5227 -2.9945 -3.2324 0.15
H 2.8183 -1.9547 -2.9310 0.14
H 2.1357 -2.5870 -1.4140 0.16
H 4.2023 -0.6113 -1.3634 0.15
H 3.5322 1.0027 -1.0844 0.10
H 5.2743 -1.0141 -3.4241 0.13
H 5.6036 -0.5053 -5.8169 0.12
H 4.2408 1.2360 -6.9115 0.13
H 2.5441 2.4840 -5.6207 0.12
H 2.2084 2.0000 -3.2296 0.11
H -1.6718 -2.7702 -3.1325 0.15
H -2.5119 -1.6044 -2.1133 0.12
H -3.8275 -2.5798 -0.4856 0.12
H -4.2410 -4.3160 1.2209 0.12
H -2.5719 -6.0943 1.6055 0.12
H -0.4894 -6.1495 0.2763 0.12
H -0.0808 -4.4591 -1.4502 0.11
F -1.7669 2.8708 -1.4207 0.10
C -1.7298 3.1441 -0.1127 -0.51
F -0.9192 4.1985 0.1300 0.10
C -3.1739 3.4374 0.3903 -0.61
F -3.1168 3.9332 1.6310 0.16
F -3.8398 2.2775 0.4273 0.15
F -3.7728 4.2835 -0.4084 0.25
C 0.7257 1.0965 5.1240 -0.09
C -0.7458 0.7778 5.3122 -0.35
S -1.9073 1.7588 4.3697 1.16
O -1.3635 1.6848 2.8499 -0.72
C -1.5941 3.4501 4.8739 -0.35
C -2.4358 3.7164 6.1236 -0.09
H 1.2921 0.3303 5.6536 0.11
H 1.0091 2.0591 5.5440 0.09
H 1.0304 1.0573 4.0802 0.07
H -1.0958 0.9535 6.3365 0.12
H -1.0119 -0.2488 5.0575 0.11
H -1.9121 4.0487 4.0198 0.10
H -0.5233 3.5685 5.0333 0.10
H -3.5017 3.6423 5.9156 0.10
H -2.2164 4.7318 6.4506 0.11
H -2.1836 3.0503 6.9495 0.09